3 unconnected molecules or ions with the total composition C21H49NO3P. Source: the Open Molecules 2025 dataset; level of theory: ωB97M-V/def2-TZVPD.

Gap between HOMO and LUMO ... 7.238 eV
E ... -39492.4870 eV
Total charge ... -1
LUMO ... 2.813 eV
2S+1 ... 1
HOMO level ... -0.163 hartree
Maximum force ... 0.381 eV Å⁻¹

CARTESIAN COORDINATES (ANGSTROEM)
P: 0.204 -1.442 0.639
O: 5.253 1.796 -0.435
O: -1.570 -1.570 0.829
O: -0.213 0.062 -0.268
N: -3.305 1.963 -2.250
C: -4.483 -3.560 3.170
C: 1.383 5.252 -2.352
C: 6.585 1.778 0.021
C: 0.925 4.428 -3.559
C: 1.827 3.228 -0.866
C: -5.093 -5.973 3.832
C: -4.738 -4.562 4.299
C: -1.907 1.799 -0.272
C: 2.783 -0.729 -0.734
C: -2.057 -0.315 1.175
C: -1.120 0.763 0.519
C: -3.402 -3.972 2.173
C: 4.276 -0.461 -0.469
C: 2.059 3.895 -4.433
C: -2.747 1.231 -1.376
C: -6.357 -6.032 2.983
C: 4.890 0.696 -1.267
C: 2.370 4.534 -1.431
C: -2.032 -4.178 2.806
C: 2.074 -1.148 0.544
C: 2.934 4.990 -5.033
H: -0.595 1.309 1.319
H: 2.679 -1.510 -1.494
H: 2.268 -0.379 1.301
H: 2.336 5.684 -5.628
H: 0.905 3.394 -0.303
H: 2.681 3.210 -3.850
H: -5.549 -4.185 4.933
H: -3.092 -0.209 0.819
H: 0.380 -2.656 1.399
H: 0.261 5.046 -4.173
H: -6.601 -7.058 2.699
H: 5.768 0.374 -1.841
H: -2.546 2.304 0.463
H: 2.541 -2.075 0.906
H: -5.417 -3.369 2.632
H: 1.626 3.294 -5.237
H: -3.853 -4.617 4.939
H: 3.304 4.335 -1.967
H: -3.709 -4.882 1.644
H: 4.164 1.099 -1.977
H: 4.853 -1.379 -0.620
H: 2.554 2.760 -0.201
H: 0.319 3.587 -3.214
H: -1.708 -3.266 3.310
H: 7.007 0.768 -0.001
H: -6.245 -5.454 2.064
H: 7.218 2.432 -0.590
H: -4.195 -2.604 3.618
H: 0.495 5.527 -1.773
H: -2.825 0.139 -1.388
H: 0.186 -0.671 1.876
H: 1.826 6.193 -2.693
H: 3.707 4.572 -5.681
H: -2.072 -0.162 2.267
H: -1.285 -4.383 2.040
H: 3.436 5.570 -4.256
H: 6.604 2.132 1.053
H: 1.599 2.506 -1.652
H: 2.334 0.174 -1.160
H: -3.299 -3.192 1.417
H: 0.146 -2.151 -0.614
H: 4.402 -0.195 0.584
H: 2.636 5.208 -0.612
H: -4.256 -6.390 3.265
H: -7.212 -5.622 3.528
H: -1.255 2.555 -0.719
H: -3.818 1.382 -2.912
H: -5.216 -6.616 4.710
H: -2.027 -5.001 3.526